# 1
133
Properties=species:S:1:pos:R:3 method="wB97M-V/def2-TZVPD" multiplicity=2 gap_ev="7.897 / 6.579" lumo_ev="0.4 / -0.9" relative_energy_kcal_mol=27.4 mol_weight_g_mol=1140.174
Cu -1.938 -1.306 1.868
C -3.899 0.279 3.599
C -3.501 1.098 2.386
O -3.491 0.312 1.202
C -4.764 -0.062 0.687
C -4.788 -1.549 0.408
O -4.450 -2.165 1.639
C -4.516 -3.573 1.731
C -3.131 -4.159 2.004
O -2.310 -3.344 2.827
C -2.668 -3.146 4.184
C -3.580 -1.947 4.390
O -3.021 -0.835 3.708
H -4.927 -0.088 3.500
H -3.832 0.896 4.501
H -2.483 1.473 2.492
H -4.182 1.949 2.282
H -4.951 0.488 -0.240
H -5.552 0.187 1.404
H -4.064 -1.816 -0.368
H -5.796 -1.840 0.087
H -4.916 -4.018 0.815
H -5.206 -3.814 2.547
H -2.567 -4.245 1.075
H -3.238 -5.155 2.448
H -1.723 -2.976 4.703
H -3.144 -4.041 4.601
H -3.648 -1.733 5.464
H -4.587 -2.133 4.008
C 6.451 -0.504 -3.552
C 4.990 -0.808 -3.364
C 4.567 -2.028 -2.861
C 3.221 -2.348 -2.740
C 2.873 -3.667 -2.096
C 2.254 -1.429 -3.173
C 2.660 -0.163 -3.623
C 1.692 0.908 -4.058
C 4.018 0.123 -3.703
C 0.836 -1.860 -3.351
C 0.664 -3.052 -4.066
C -0.601 -3.534 -4.300
C -1.675 -2.688 -4.077
C -1.540 -1.409 -3.545
C -0.276 -1.096 -2.941
Ge -0.039 -0.538 -1.036
S -1.351 -2.075 -0.132
S -0.275 1.497 -0.064
Ge 1.113 0.534 1.428
S -0.043 -0.577 2.907
S 2.000 -0.815 -0.138
C 2.387 1.750 2.321
C 1.967 2.978 2.856
C 2.897 3.829 3.449
C 4.233 3.484 3.535
C 4.647 2.267 3.028
C 3.741 1.397 2.427
C 4.304 0.097 1.957
C 4.231 -1.036 2.770
C 3.513 -1.007 4.092
C 4.847 -2.207 2.341
C 5.557 -2.264 1.151
C 6.262 -3.526 0.732
C 5.630 -1.119 0.368
C 5.004 0.058 0.747
C 5.032 1.263 -0.152
C 0.564 3.492 2.830
C -0.268 3.326 3.941
C 0.161 2.539 5.149
C -1.520 3.937 3.939
C -1.960 4.702 2.870
C -3.299 5.389 2.904
C -1.113 4.859 1.779
C 0.149 4.284 1.751
C 1.074 4.552 0.595
C -2.692 -0.502 -3.906
C -3.233 -0.641 -5.207
C -2.583 -1.392 -6.354
C -4.401 0.038 -5.553
C -5.040 0.912 -4.694
C -6.293 1.639 -5.090
C -4.413 1.159 -3.482
C -3.253 0.502 -3.099
C -2.586 0.962 -1.847
H 7.066 -1.372 -3.316
H 6.777 0.322 -2.918
H 6.656 -0.217 -4.585
H 5.304 -2.763 -2.553
H 3.462 -3.783 -1.184
H 3.107 -4.508 -2.755
H 1.823 -3.731 -1.819
H 0.803 0.497 -4.531
H 2.178 1.586 -4.759
H 1.357 1.499 -3.201
H 4.323 1.095 -4.076
H 1.537 -3.604 -4.387
H -0.756 -4.512 -4.736
H -2.662 -3.001 -4.387
H 2.550 4.775 3.849
H 4.943 4.156 3.999
H 5.686 1.968 3.096
H 3.772 -0.115 4.665
H 3.769 -1.886 4.683
H 2.430 -1.003 3.954
H 4.780 -3.093 2.963
H 5.780 -4.406 1.158
H 7.301 -3.521 1.069
H 6.271 -3.632 -0.353
H 6.172 -1.146 -0.570
H 5.557 1.041 -1.079
H 5.515 2.116 0.328
H 4.013 1.565 -0.408
H 1.243 2.549 5.276
H -0.143 1.496 5.044
H -0.297 2.947 6.050
H -2.156 3.825 4.811
H -3.947 4.958 3.668
H -3.806 5.318 1.941
H -3.183 6.451 3.132
H -1.433 5.467 0.940
H 0.618 5.247 -0.108
H 1.317 3.634 0.057
H 2.016 4.978 0.944
H -1.504 -1.468 -6.240
H -2.789 -0.852 -7.278
H -2.971 -2.404 -6.477
H -4.801 -0.109 -6.550
H -6.758 1.179 -5.961
H -6.075 2.680 -5.337
H -7.020 1.643 -4.277
H -4.820 1.914 -2.817
H -3.124 1.795 -1.394
H -1.585 1.325 -2.084
H -2.506 0.174 -1.100

# 2
83
Properties=species:S:1:pos:R:3 method="wB97M-V/def2-TZVPD" gap_ev=9.344 lumo_ev=0.3 relative_energy_kcal_mol=30.0 mol_weight_g_mol=438.651
C -0.616 1.837 4.102
O 0.571 2.360 3.579
C 1.727 1.707 4.051
C 2.884 2.155 3.197
C 2.687 1.743 1.732
N 4.147 1.627 3.729
H -0.581 1.503 5.146
H -1.022 0.998 3.528
H -1.369 2.629 4.104
H 1.923 1.958 5.110
H 1.603 0.617 4.174
H 2.953 3.237 3.345
H 1.797 2.154 1.268
H 2.662 0.649 1.668
H 3.665 1.868 1.255
H 4.020 0.661 4.008
H 4.899 1.673 3.058
C -5.860 -1.835 0.845
O -4.707 -1.150 1.222
C -4.107 -1.540 2.441
C -2.702 -1.000 2.537
C -1.754 -1.407 1.423
N -2.133 -1.411 3.844
H -6.303 -1.364 -0.029
H -6.588 -1.905 1.661
H -5.629 -2.871 0.555
H -4.742 -1.179 3.249
H -3.972 -2.632 2.390
H -2.741 0.096 2.573
H -2.086 -1.139 0.413
H -1.581 -2.485 1.342
H -0.796 -0.904 1.562
H -2.268 -2.426 3.861
H -1.121 -1.348 3.847
C -3.358 1.336 -0.560
O -2.304 0.840 -1.383
C -2.597 -0.394 -1.976
C -3.581 -0.294 -3.161
C -4.120 -1.653 -3.611
N -2.766 0.215 -4.289
H -4.334 1.226 -1.030
H -3.175 2.361 -0.254
H -3.373 0.705 0.334
H -1.666 -0.755 -2.420
H -2.921 -1.146 -1.244
H -4.382 0.426 -2.976
H -3.342 -2.361 -3.886
H -4.778 -1.513 -4.469
H -4.738 -2.095 -2.824
H -2.196 1.005 -3.996
H -3.318 0.617 -5.042
C 3.618 -1.989 1.826
O 4.473 -1.308 0.902
C 3.924 -1.088 -0.388
C 5.025 -0.793 -1.407
C 4.499 -0.212 -2.709
N 5.783 -2.061 -1.671
H 3.972 -3.028 1.815
H 2.562 -1.958 1.563
H 3.835 -1.654 2.840
H 3.240 -1.839 -0.807
H 3.221 -0.250 -0.271
H 5.859 -0.214 -1.004
H 3.913 0.697 -2.546
H 3.886 -0.878 -3.315
H 5.342 0.158 -3.297
H 5.208 -2.709 -2.206
H 5.866 -2.474 -0.741
C -0.080 2.272 -3.431
C 0.816 3.288 -2.710
O 2.165 2.799 -2.728
H -1.007 2.818 -3.613
H -0.222 1.406 -2.788
H 0.387 1.987 -4.371
H 0.523 3.494 -1.681
H 0.761 4.205 -3.306
H 2.578 3.063 -1.901
O 0.424 -0.143 -0.080
H -0.397 0.347 -0.225
H 0.765 -0.311 -0.970
O 1.088 -1.365 -2.687
H 1.269 -2.292 -2.489
H 0.796 -1.366 -3.607